{
  "formula": "C37H42N2O2RuSb2",
  "method": "ωB97M-V/def2-TZVPD",
  "relative_energy_kcal_mol": 0.0,
  "energy_ev": -61780.078,
  "total_charge": -1,
  "s_squared": 8.81,
  "multiplicity": 6,
  "orbital_gap_ev": [4.9, 6.4],
  "elements": ["Ru", "C", "O", "C", "C", "C", "C", "C", "C", "N", "N", "C", "C", "O", "C", "C", "C", "C", "C", "C", "C", "C", "H", "H", "H", "H", "H", "H", "H", "H", "H", "H", "H", "H", "H", "C", "Sb", "C", "C", "C", "C", "C", "C", "C", "C", "C", "Sb", "C", "C", "H", "H", "H", "H", "H", "H", "H", "H", "H", "H", "H", "H", "H", "H", "H", "H", "H", "H", "H", "H", "C", "H", "H", "C", "C", "C", "C", "C", "C", "C", "H", "H", "H", "H", "H", "H", "H"],
  "xyz": [[0.150, -0.004, -0.216], [1.309, 1.378, 2.917], [0.565, 0.332, 2.339], [0.534, -0.876, 3.005], [1.017, -1.024, 4.290], [0.938, -2.259, 4.935], [0.369, -3.325, 4.263], [-0.107, -3.180, 2.968], [-0.034, -1.955, 2.284], [-0.456, -1.763, 0.978], [-0.954, -2.887, 0.458], [-1.448, -2.936, -0.812], [-1.634, -1.888, -1.743], [-1.326, -0.619, -1.524], [-2.214, -2.173, -3.008], [-2.608, -3.420, -3.385], [-2.439, -4.509, -2.489], [-2.837, -5.818, -2.846], [-2.671, -6.871, -1.991], [-2.090, -6.643, -0.729], [-1.700, -5.383, -0.359], [-1.863, -4.270, -1.221], [0.871, 1.703, 3.865], [1.272, 2.206, 2.210], [2.351, 1.084, 3.077], [1.454, -0.181, 4.807], [1.317, -2.368, 5.943], [0.292, -4.293, 4.744], [-0.540, -4.017, 2.444], [-2.330, -1.325, -3.673], [-3.044, -3.598, -4.362], [-3.282, -5.968, -3.825], [-2.980, -7.869, -2.279], [-1.945, -7.470, -0.043], [-1.253, -5.210, 0.609], [-4.512, 1.212, 1.399], [-2.455, 1.361, 0.712], [-3.068, 1.884, -1.270], [-2.145, 3.398, 1.520], [-2.329, 4.488, 0.521], [-3.616, 4.975, 0.278], [-3.872, 5.912, -0.709], [-2.827, 6.391, -1.486], [-1.541, 5.939, -1.240], [-1.265, 5.005, -0.239], [0.153, 4.592, -0.005], [0.704, 2.572, -0.692], [0.381, 2.959, -2.764], [2.801, 3.007, -0.694], [-4.561, 1.309, 2.484], [-4.897, 0.232, 1.117], [-5.119, 1.988, 0.931], [-3.557, 2.858, -1.303], [-3.767, 1.105, -1.575], [-2.223, 1.845, -1.954], [-1.152, 3.397, 1.969], [-2.876, 3.485, 2.325], [-4.434, 4.583, 0.873], [-4.885, 6.259, -0.874], [-3.006, 7.118, -2.267], [-0.717, 6.327, -1.829], [0.401, 4.629, 1.059], [0.828, 5.278, -0.521], [1.081, 3.726, -3.100], [-0.640, 3.315, -2.900], [0.522, 2.051, -3.346], [2.959, 3.990, -1.139], [3.316, 2.249, -1.283], [3.208, 2.993, 0.317], [2.101, -0.673, -0.875], [1.909, -1.727, -1.122], [2.514, -0.211, -1.781], [3.112, -0.609, 0.273], [4.453, -1.236, -0.026], [5.321, -0.654, -0.950], [6.545, -1.230, -1.247], [6.928, -2.414, -0.627], [6.074, -3.006, 0.291], [4.851, -2.419, 0.588], [3.280, 0.434, 0.574], [2.690, -1.108, 1.152], [5.022, 0.265, -1.444], [7.204, -0.758, -1.966], [7.881, -2.871, -0.863], [6.358, -3.932, 0.777], [4.184, -2.886, 1.305]]
}

***

{
  "formula": "C27H22N4O8Ti",
  "method": "ωB97M-V/def2-TZVPD",
  "relative_energy_kcal_mol": 16.8,
  "energy_ev": -73819.383,
  "total_charge": -1,
  "s_squared": 0.79,
  "multiplicity": 2,
  "orbital_gap_ev": [5.5, 6.9],
  "elements": ["Ti", "C", "O", "C", "C", "C", "C", "C", "C", "N", "N", "C", "C", "O", "C", "C", "C", "C", "C", "C", "C", "C", "H", "H", "H", "H", "H", "H", "H", "H", "H", "H", "H", "H", "H", "O", "C", "O", "C", "C", "C", "C", "C", "N", "C", "O", "O", "H", "H", "H", "N", "C", "C", "C", "O", "O", "H", "H", "H", "H", "H", "H"],
  "xyz": [[-0.181, -0.081, -0.144], [3.141, 0.128, 1.648], [1.802, -0.323, 1.751], [1.592, -1.603, 2.176], [2.570, -2.458, 2.649], [2.206, -3.731, 3.095], [0.881, -4.125, 3.069], [-0.096, -3.262, 2.577], [0.254, -2.006, 2.115], [-0.642, -1.071, 1.567], [-1.897, -1.204, 2.014], [-2.727, -0.160, 1.767], [-2.356, 1.088, 1.242], [-1.127, 1.291, 0.741], [-3.248, 2.174, 1.253], [-4.535, 2.035, 1.688], [-4.994, 0.769, 2.146], [-6.334, 0.582, 2.564], [-6.775, -0.634, 3.001], [-5.882, -1.726, 3.037], [-4.583, -1.571, 2.640], [-4.102, -0.321, 2.187], [3.616, 0.129, 2.634], [3.701, -0.505, 0.955], [3.090, 1.136, 1.245], [3.604, -2.148, 2.669], [2.972, -4.405, 3.456], [0.601, -5.110, 3.419], [-1.137, -3.548, 2.539], [-2.877, 3.125, 0.888], [-5.218, 2.876, 1.684], [-7.008, 1.430, 2.525], [-7.804, -0.760, 3.316], [-6.230, -2.695, 3.373], [-3.894, -2.402, 2.661], [-3.695, -0.592, -2.223], [-2.616, -0.246, -1.787], [-1.879, -0.849, -0.905], [-1.942, 1.013, -2.293], [-2.505, 2.003, -3.080], [-1.715, 3.109, -3.379], [-0.420, 3.213, -2.879], [0.049, 2.176, -2.091], [-0.702, 1.117, -1.861], [1.333, 2.149, -1.289], [2.164, 3.024, -1.393], [1.365, 1.117, -0.491], [-3.526, 1.899, -3.416], [-2.122, 3.910, -3.984], [0.209, 4.073, -3.053], [-0.677, -1.959, -3.586], [-0.335, -3.112, -2.749], [1.158, -3.170, -2.483], [1.702, -2.178, -1.472], [2.886, -1.987, -1.313], [0.759, -1.575, -0.783], [-1.682, -1.820, -3.601], [-0.387, -2.120, -4.545], [-0.646, -4.068, -3.195], [-0.874, -3.001, -1.808], [1.733, -3.036, -3.405], [1.438, -4.156, -2.097]]
}

***

{
  "formula": "C34H34BN10O3Sn",
  "method": "ωB97M-V/def2-TZVPD",
  "energy_ev": -63364.567,
  "total_charge": -1,
  "orbital_gap_ev": 6.5,
  "elements": ["Sn", "C", "C", "N", "N", "C", "B", "N", "C", "C", "C", "N", "N", "C", "C", "C", "N", "H", "H", "H", "H", "H", "H", "H", "H", "H", "H", "C", "O", "C", "C", "C", "C", "C", "C", "O", "C", "O", "C", "H", "H", "H", "H", "H", "H", "H", "H", "H", "N", "C", "N", "N", "C", "N", "H", "H", "H", "H", "C", "C", "C", "C", "C", "C", "C", "C", "C", "C", "C", "C", "C", "C", "H", "H", "H", "H", "H", "H", "H", "H", "H", "H", "H"],
  "xyz": [[0.114, 0.381, 1.162], [-3.401, -0.427, -1.649], [-2.045, -0.358, -1.314], [-1.879, 0.311, -0.179], [-3.106, 0.677, 0.246], [-4.035, 0.250, -0.626], [-3.360, 1.419, 1.586], [-2.433, 2.645, 1.654], [-2.785, 3.908, 1.943], [-1.648, 4.690, 1.946], [-0.613, 3.791, 1.647], [-1.095, 2.570, 1.465], [-3.095, 0.468, 2.776], [-3.949, -0.464, 3.246], [-3.304, -1.174, 4.234], [-2.028, -0.588, 4.290], [-1.912, 0.398, 3.413], [-3.846, -0.886, -2.516], [-1.189, -0.753, -1.840], [-5.079, 0.455, -0.455], [-4.516, 1.766, 1.618], [-3.816, 4.173, 2.111], [-1.575, 5.746, 2.145], [0.450, 3.962, 1.567], [-4.947, -0.565, 2.845], [-3.696, -1.993, 4.815], [-1.191, -0.844, 4.923], [-4.811, -4.429, -0.068], [-3.702, -4.981, -0.748], [-2.492, -4.416, -0.481], [-1.398, -4.988, -1.174], [-0.154, -4.460, -0.985], [0.103, -3.366, -0.121], [1.446, -2.831, 0.000], [2.588, -3.552, -0.717], [1.753, -1.816, 0.631], [-1.011, -2.796, 0.608], [-0.916, -1.833, 1.422], [-2.310, -3.369, 0.374], [-5.681, -4.997, -0.390], [-4.951, -3.375, -0.323], [-4.699, -4.519, 1.015], [-1.575, -5.818, -1.846], [0.664, -4.900, -1.541], [2.579, -4.628, -0.540], [3.525, -3.129, -0.363], [2.516, -3.377, -1.793], [-3.122, -2.898, 0.911], [3.087, -0.933, 2.343], [4.047, -0.337, 3.074], [5.080, -1.123, 3.502], [4.064, 0.925, 3.405], [3.014, 1.650, 3.053], [2.071, 2.206, 2.673], [3.058, -1.931, 2.248], [2.237, -0.437, 2.102], [5.297, -1.950, 2.976], [5.864, -0.608, 3.865], [5.697, 2.670, -3.053], [5.902, 1.765, -2.020], [4.824, 1.276, -1.298], [3.510, 1.664, -1.580], [3.321, 2.577, -2.626], [4.399, 3.070, -3.347], [2.426, 1.112, -0.732], [1.099, 1.146, -0.863], [0.374, 1.727, -1.996], [-0.286, 2.960, -1.898], [-0.983, 3.490, -2.973], [-1.061, 2.798, -4.177], [-0.438, 1.561, -4.280], [0.265, 1.032, -3.207], [6.537, 3.061, -3.615], [6.907, 1.442, -1.773], [4.996, 0.573, -0.489], [2.323, 2.913, -2.871], [4.220, 3.779, -4.147], [2.822, 0.595, 0.145], [-0.232, 3.505, -0.965], [-1.472, 4.451, -2.867], [-1.595, 3.217, -5.021], [-0.503, 1.003, -5.207], [0.757, 0.070, -3.304]]
}